{
  "formula": "C2HNOS",
  "method": "the ωB97M-V functional and the def2-TZVPD basis",
  "orbital_gap_ev": 10.6,
  "smiles": "N#CC(=O)S",
  "relative_energy_kcal_mol": 22.4,
  "lumo_ev": -0.567,
  "spin_multiplicity": 1,
  "symbols": ["N", "C", "C", "S", "O", "H"],
  "positions_angstrom": [[-2.347048, -0.858452, 0.046304], [-0.008385, 0.326494, -0.083078], [-1.345607, -0.271725, -0.094222], [1.365803, -0.735998, -0.013421], [-0.016632, 1.513290, 0.017292], [2.351867, 0.026393, 0.127127]],
  "forces_ev_per_angstrom": [[2.0, 1.5, -0.4], [-0.5, 1.0, 0.6], [-1.9, -2.8, 0.3], [-2.2, -3.3, -0.5], [0.8, 1.3, -0.2], [1.7, 2.4, 0.3]],
  "lowdin_charge": [0.18, -0.82, -0.18, 0.92, 0.06, -0.16]
}